58
Properties=species:S:1:pos:R:3:lowdin_spin:R:1 method="wB97M-V/def2-TZVPD" multiplicity=6 orbital_gap_ev="7.952 / 5.211" de_lowest_kj_mol=75.93
Ho -0.21680 -0.04440 0.27150 4.009
Sb 2.15710 0.36540 2.27960 -0.028
S 1.72050 -1.72950 1.16230 0.717
S 1.90570 1.60830 0.19960 0.124
S -0.17650 0.58470 2.89960 0.172
Si -3.07630 -2.05310 -0.18500 0.000
O -1.44270 1.86230 -0.06040 -0.004
N -1.40950 -1.81890 -0.51840 -0.005
N -2.35870 3.98030 -0.08770 0.000
N -2.21250 5.14930 0.63270 0.001
N -0.10900 -0.72280 -2.03930 -0.002
C -3.55440 3.67580 -0.75680 0.000
C -3.73430 -3.78530 0.27400 0.000
C -0.72210 6.05550 2.39870 0.000
C -3.25900 -0.87680 1.32340 0.000
C -4.73200 2.51740 -2.48150 0.000
C -2.54140 6.41640 0.02840 0.000
C -0.90630 -1.79770 -1.76170 0.000
C -3.53640 2.82080 -1.85240 0.000
C -1.45780 3.04000 0.36800 0.002
C -0.69310 3.69840 1.36900 0.006
C 0.33920 -0.53600 -3.28580 0.000
C -4.08670 -1.34350 -1.65130 0.000
C 0.07010 -1.42960 -4.30710 0.001
C -0.67410 -2.57330 -4.02480 0.000
C 1.09210 0.73860 -3.53120 0.000
C -5.92190 3.07140 -2.03790 0.000
C -1.17000 4.97230 1.49210 0.002
C -5.93110 3.90780 -0.93400 0.000
C -4.75060 4.20240 -0.27950 0.000
C -1.16880 -2.75930 -2.75980 0.001
H 0.55440 1.35140 -4.25530 0.000
H -3.34130 6.28490 -0.69660 0.000
H -0.22570 6.85020 1.84230 0.000
H -2.86770 7.11290 0.79790 0.000
H -1.74480 -3.62600 -2.48250 0.000
H -0.02170 5.64720 3.12080 0.000
H -4.23390 -2.09190 -2.42210 0.000
H -3.53650 -0.51400 -2.08830 0.000
H -6.84720 2.83410 -2.53970 0.000
H -1.67340 6.83690 -0.48360 0.000
H -3.66350 -4.48210 -0.55610 0.000
H -3.19000 -4.20730 1.11320 0.000
H -1.56510 6.49050 2.93460 0.000
H -6.85870 4.32270 -0.56970 0.000
H -5.06020 -0.97920 -1.34380 0.000
H -3.05800 0.16150 1.02480 0.000
H 0.43340 -1.24410 -5.30390 0.000
H -2.59920 2.39220 -2.17970 0.000
H 0.10240 3.24270 1.92310 0.004
H -4.73230 1.84880 -3.32710 0.000
H 1.17800 1.28570 -2.58590 0.000
H 2.08600 0.54610 -3.93510 0.000
H -0.87050 -3.29640 -4.80450 0.000
H -4.25340 -0.90080 1.75880 0.000
H -4.75090 4.81120 0.61500 0.000
H -2.55090 -1.15930 2.10860 0.000
H -4.78120 -3.71490 0.55610 0.000

22
Properties=species:S:1:pos:R:3:nbo_charge:R:1 method="wB97M-V/def2-TZVPD" orbital_gap_ev=3.973 de_lowest_kj_mol=636.32
S -1.01307 -1.23943 -1.91845 0.224
O -0.04271 2.09208 -1.49010 -0.966
O 1.29532 1.92500 0.90256 -1.124
N 1.25634 -0.28454 -0.13655 -0.641
N 0.35174 0.40763 2.69121 -0.798
C 0.03457 -0.47214 0.48937 -0.064
C 0.20935 -0.79314 1.95993 -0.230
C -0.78917 -1.57388 -0.24015 -0.639
H 0.86580 1.17585 2.08869 0.430
H -3.00974 0.69139 -1.59842 0.011
H 1.00962 -1.54439 2.07356 0.176
H 1.77429 0.46760 0.29267 0.448
H 1.86410 2.60087 1.27634 0.463
H 0.54801 2.05221 -0.68500 0.510
H -0.72027 -1.31733 2.26732 0.204
H -1.72564 -1.73194 0.29856 0.233
H 1.18146 -0.20412 -1.13649 0.377
H -2.54117 0.90732 -1.06597 0.003
H 0.29226 1.40674 -2.06688 0.444
H -0.61131 0.43811 0.46402 0.284
H 0.74839 0.24193 3.60683 0.358
H -0.23665 -2.48574 -0.09054 0.299

53
Properties=species:S:1:pos:R:3:nbo_charge:R:1 method="wB97M-V/def2-TZVPD" smiles="CC[C@@H](C)c1ccc(S(=O)(=O)N2CCN([C@H](C)CC(=O)O)CC2)cc1" orbital_gap_ev=9.231 de_lowest_kj_mol=11.93
S -2.60671 1.44577 -2.42882 2.336
O -2.43955 2.76775 -2.95639 -0.940
O -3.85067 0.76032 -2.62170 -0.941
O 3.26363 -2.19096 1.27728 -0.604
O 3.21430 -4.21350 0.34889 -0.683
N -1.43416 0.50252 -3.13454 -0.674
N 0.83785 -0.85794 -2.06524 -0.461
C 0.44999 0.81760 3.42724 -0.380
C -0.10677 1.03673 -3.29132 -0.236
C -2.42984 0.47441 1.48307 -0.164
C -2.80314 0.52039 0.15085 -0.208
C 1.66644 -2.63926 -0.48049 -0.524
C 0.82317 0.59360 -2.16096 -0.238
C 3.18824 -1.45489 -2.05629 -0.606
C 2.79298 -2.95098 0.47440 0.807
C 1.93092 -1.30728 -1.19476 -0.031
C -1.22351 2.54506 4.20711 -0.594
C -1.00354 2.37112 1.15855 -0.181
C -1.37660 2.42664 -0.17246 -0.198
C -0.50014 -1.33464 -1.76570 -0.240
C -1.44997 -0.91575 -2.89551 -0.233
C -1.50761 1.38070 1.99753 -0.001
C -2.25539 1.48469 -0.67127 -0.353
C 0.66069 -0.51334 2.71587 -0.619
C -1.02618 1.24887 3.41961 -0.249
H 1.71181 -0.79009 2.71461 0.236
H 3.92393 -4.40543 0.98304 0.498
H 0.32620 -0.44718 1.68212 0.199
H -0.99799 3.18887 -0.83562 0.239
H -0.49801 -2.42368 -1.72583 0.208
H 1.83183 0.94650 -2.37901 0.209
H -2.26269 2.86236 4.15898 0.214
H 3.03753 -2.24029 -2.79202 0.210
H 2.11933 -0.55873 -0.40567 0.193
H 1.05388 1.58651 2.94214 0.196
H 0.76219 -2.57276 0.12779 0.245
H -3.51158 -0.17865 -0.26530 0.241
H -0.87418 -0.93986 -0.80297 0.172
H -1.61120 0.46129 3.90715 0.202
H -2.47857 -1.19329 -2.66634 0.235
H -1.13932 -1.41691 -3.81870 0.206
H 4.04410 -1.70616 -1.43525 0.208
H -0.19694 2.12202 -3.32851 0.238
H -0.30219 3.09668 1.54110 0.211
H -0.60123 3.34344 3.81189 0.202
H -0.95670 2.39146 5.25017 0.212
H 0.49759 1.04755 -1.20703 0.175
H -2.84647 -0.28575 2.12806 0.210
H 1.57059 -3.45954 -1.19065 0.230
H 0.29335 0.67528 -4.24480 0.206
H 0.78648 0.73408 4.46245 0.205
H 3.40772 -0.53200 -2.58415 0.212
H 0.09608 -1.30335 3.20741 0.198

21
Properties=species:S:1:pos:R:3:nbo_charge:R:1 method="wB97M-V/def2-TZVPD" charge=+1 orbital_gap_ev=10.092 de_lowest_kj_mol=239.82
O -1.90847 3.05843 0.74292 -0.962
N -1.22727 0.04275 -0.50742 -0.365
C 1.08514 -0.27580 -0.70487 -0.433
C 0.00898 0.49380 0.05252 -0.243
C 2.05118 -1.75014 1.16077 -0.610
C 1.57487 -1.68955 -0.29068 -0.396
C -2.27786 0.63667 -0.99139 0.095
H -1.27168 -0.94794 -0.67225 0.420
H -2.71912 2.59816 1.05070 0.471
H -3.09831 0.07123 -1.43945 0.241
H 0.68808 -0.39877 -1.74673 0.214
H 2.86454 -1.07323 1.33989 0.222
H 1.95075 0.50978 -0.89027 0.248
H 0.69311 -2.29766 -0.37552 0.180
H 1.18007 -1.45950 1.85317 0.189
H -1.83934 3.76133 1.39942 0.498
H 2.32312 -2.13749 -1.03434 0.243
H 2.24311 -2.85080 1.28655 0.237
H -0.13113 0.33556 1.09567 0.247
H -2.17959 1.73664 -1.05051 0.250
H -0.01019 1.63653 -0.27819 0.254